{
  "formula": "C8H15FP2",
  "method": "ωB97M-V/def2-TZVPD",
  "total_energy_ev": -29826.1252,
  "smiles": "C#CP(CCF)#P(CC)CC",
  "multiplicity": 1,
  "lumo_ev": 0.21,
  "largest_force_ev_per_a": 9.85,
  "homo_energy_ev": -7.92,
  "symbols": ["C", "C", "P", "C", "C", "F", "P", "C", "C", "C", "C", "H", "H", "H", "H", "H", "H", "H", "H", "H", "H", "H", "H", "H", "H", "H"],
  "positions_angstrom": [[-0.36928, 3.82771, 1.72699], [-0.75636, 2.52410, 1.29216], [-0.98650, 0.65521, 0.79184], [-2.29862, 0.61466, -0.59696], [-3.53639, -0.43353, -0.25676], [-3.91283, -0.39063, 1.20531], [0.97789, -0.01459, 0.12742], [1.43645, -1.75044, 0.77727], [0.70124, -1.98812, 2.23585], [1.23492, 0.16917, -1.75539], [2.87394, 0.41554, -1.97389], [0.26553, 4.82965, 1.86106], [-1.88814, 0.38096, -1.66773], [-2.79750, 1.69283, -0.65477], [-3.17206, -1.52101, -0.51217], [-4.49727, -0.24890, -0.93343], [2.60279, -1.74499, 1.00179], [1.26692, -2.62752, 0.00700], [1.00105, -1.14374, 3.02252], [-0.48324, -1.95917, 2.09674], [1.05229, -3.01912, 2.69539], [0.70269, 1.09624, -2.24497], [0.87316, -0.79509, -2.33307], [3.38942, 0.01114, -0.98352], [3.28015, -0.15706, -2.92155], [3.03976, 1.57667, -2.00712]],
  "forces_ev_per_a": [[-1.4, -8.9, -3.5], [3.5, 8.9, 2.1], [-0.8, 0.9, 0.8], [-2.1, 1.2, -0.6], [0.5, -0.6, -0.1], [0.8, 0.0, -3.5], [0.8, 1.3, -0.4], [0.4, -1.2, 0.7], [-0.3, 0.0, 0.1], [0.7, -0.5, -1.6], [-0.6, -0.3, 0.9], [-2.1, -2.8, -0.3], [-0.7, 0.3, 2.1], [1.2, -2.2, 0.1], [-0.8, 2.0, 0.9], [2.0, 0.0, 1.8], [-2.4, 0.2, -0.7], [0.0, 1.7, 1.6], [-0.7, -1.7, -1.9], [2.7, -0.2, 0.4], [-0.8, 2.1, -1.1], [0.7, -1.9, 1.4], [0.8, 1.9, 1.1], [-0.7, 0.8, -2.3], [-0.8, 1.4, 2.0], [-0.1, -2.4, -0.1]]
}



{
  "formula": "C8H15IN",
  "method": "ωB97M-V/def2-TZVPD",
  "total_energy_ev": -18121.8508,
  "smiles": "C[NH2+][C@@]1(I)C=C(C)CCC1",
  "e_above_lowest_ev": 1.370,
  "multiplicity": 1,
  "lumo_ev": -3.61,
  "total_charge": 1,
  "largest_force_ev_per_a": 4.65,
  "homo_energy_ev": -12.67,
  "symbols": ["C", "N", "C", "I", "C", "C", "C", "C", "C", "C", "H", "H", "H", "H", "H", "H", "H", "H", "H", "H", "H", "H", "H", "H", "H"],
  "positions_angstrom": [[0.14349, 2.63888, -0.65609], [-1.13370, 1.97534, -0.13971], [-1.04087, 0.40470, 0.23042], [-3.14627, -0.21336, 0.01836], [-0.29850, -0.33465, -0.80004], [0.61070, -1.30292, -0.55588], [1.48545, -1.66781, -1.63603], [0.75124, -1.79852, 0.83278], [-0.30679, -1.26909, 1.68723], [-0.49621, 0.26126, 1.62092], [0.06839, 3.74222, -0.67880], [0.98734, 2.36423, -0.02408], [0.26430, 2.25171, -1.62523], [-1.60199, 1.96119, -1.06225], [-1.53294, 2.56784, 0.52687], [-0.60936, -0.08952, -1.81636], [2.50296, -1.18475, -1.79828], [0.98643, -1.37874, -2.58436], [1.70094, -2.71227, -1.73941], [0.58530, -2.81496, 0.89274], [1.71493, -1.67053, 1.22817], [-1.22252, -1.71412, 1.27057], [-0.05702, -1.55893, 2.68927], [-1.00623, 0.87469, 2.43916], [0.65094, 0.66813, 1.68003]],
  "forces_ev_per_a": [[0.4, 0.3, 1.7], [2.2, -1.7, -3.7], [-0.8, 1.8, 0.5], [0.1, 0.3, 0.3], [0.1, 0.1, -0.3], [-0.4, 2.1, 0.8], [1.4, -0.2, -3.3], [0.3, 1.2, -1.2], [-1.6, 1.1, 1.5], [2.8, 0.9, 0.5], [-0.4, -0.7, 0.1], [-0.1, 0.0, -0.1], [0.5, -0.3, -1.2], [-1.1, 0.3, 1.2], [-1.4, 0.6, 1.4], [0.4, 0.0, 0.0], [-1.2, -0.2, 1.1], [0.2, -0.3, 0.3], [0.0, -0.8, 0.3], [0.0, -2.6, -0.5], [1.6, 0.5, 0.4], [0.0, -0.1, 1.0], [-0.6, -0.3, 0.7], [0.2, -1.5, -1.1], [-2.5, -0.6, -0.5]]
}



{
  "formula": "C8H15N2",
  "method": "ωB97M-V/def2-TZVPD",
  "total_energy_ev": -11510.0949,
  "e_above_lowest_ev": 2.888,
  "multiplicity": 1,
  "lumo_ev": [-4.19, -4.19],
  "total_charge": 1,
  "largest_force_ev_per_a": 3.57,
  "homo_energy_ev": [-12.25, -12.25],
  "symbols": ["C", "C", "C", "C", "C", "C", "C", "C", "N", "N", "H", "H", "H", "H", "H", "H", "H", "H", "H", "H", "H", "H", "H", "H", "H"],
  "positions_angstrom": [[2.09623, 1.50272, 1.49812], [1.07019, 0.60993, 1.20624], [2.83532, 0.22902, -0.24372], [-3.13313, 1.49626, -0.01789], [-3.38365, -0.99007, -0.28759], [1.20910, -2.02397, -1.38743], [-2.95788, 0.09290, 0.38048], [0.62522, -1.03815, -0.49551], [3.11387, 1.31086, 0.65828], [1.42605, -0.20769, 0.12107], [2.03355, 2.05253, 2.45099], [0.07937, 0.64616, 1.42148], [3.55711, -0.57238, -0.10390], [-2.16944, 1.84175, -0.34483], [-3.19188, 2.02971, 0.99594], [-4.04835, 1.71245, -0.67962], [2.80196, 0.71515, -1.25839], [-3.91617, -0.85892, -1.21502], [-3.27401, -2.02731, 0.19082], [0.78248, -1.96907, -2.40129], [0.87916, -3.07272, -0.93108], [2.34497, -1.97935, -1.42019], [-2.45175, -0.15538, 1.35050], [-0.42847, -0.94931, -0.33448], [4.10017, 1.60485, 0.84700]],
  "forces_ev_per_a": [[-2.7, -2.1, 1.0], [2.8, 1.6, -0.6], [-0.4, 0.2, -1.2], [-1.0, 1.1, 1.9], [0.4, -0.7, 1.4], [0.4, -2.5, 0.0], [0.0, -2.5, 0.4], [2.3, 1.2, 0.2], [2.2, 0.9, 0.9], [-0.1, 0.6, -0.1], [0.6, 0.3, -1.0], [-2.5, 0.1, 1.3], [0.0, -0.1, -0.4], [0.2, 0.6, -1.0], [-0.6, -0.2, -1.5], [1.8, -0.3, 0.9], [0.1, -1.3, 0.6], [-0.2, -0.3, -0.2], [-0.2, 1.6, -1.1], [0.2, -0.1, 0.3], [0.8, 1.9, -1.1], [-1.6, -0.1, 0.0], [-0.4, 0.7, -0.8], [-0.6, -0.1, 0.5], [-1.5, -0.6, -0.2]]
}



{
  "formula": "C8H15N2",
  "method": "ωB97M-V/def2-TZVPD",
  "total_energy_ev": -11508.3802,
  "smiles": "C=N[N@@+]1(C=C(C)C)C[C@@H]1C",
  "e_above_lowest_ev": 4.603,
  "multiplicity": 1,
  "lumo_ev": -3.08,
  "total_charge": 1,
  "largest_force_ev_per_a": 6.93,
  "homo_energy_ev": -13.70,
  "symbols": ["C", "N", "N", "C", "C", "C", "C", "C", "C", "C", "H", "H", "H", "H", "H", "H", "H", "H", "H", "H", "H", "H", "H", "H", "H"],
  "positions_angstrom": [[-1.49258, 2.15531, -1.22201], [-1.37129, 1.53162, -0.14419], [-0.91599, 0.29475, 0.16632], [0.41912, -0.23916, -0.47002], [1.66736, 0.10072, -0.14266], [2.85361, -0.33417, -1.00370], [2.09018, 0.84659, 1.03763], [-1.31103, -0.00035, 1.54861], [-2.05589, -0.67190, 0.40643], [-1.93717, -2.11023, -0.00360], [-1.94785, 3.13987, -1.16315], [-1.18483, 1.92883, -2.13678], [0.13679, -0.66345, -1.39311], [2.44252, -0.79178, -1.94664], [3.38036, 0.58684, -1.32562], [3.59094, -1.00197, -0.49037], [2.51105, -0.01778, 1.61616], [1.26635, 1.40795, 1.63684], [3.06322, 1.34626, 0.91838], [-1.71630, 0.72846, 2.04719], [-0.64453, -0.65231, 2.15123], [-3.07191, -0.33394, 0.23202], [-2.86532, -2.55210, 0.33777], [-1.00204, -2.59199, 0.45486], [-1.90478, -2.10605, -1.11159]],
  "forces_ev_per_a": [[-0.6, 1.0, 2.7], [-1.7, 2.9, 1.2], [2.4, -1.7, -1.0], [-1.4, 1.2, 0.3], [0.0, 0.1, -0.6], [-0.8, -0.1, -1.2], [-0.2, -0.4, 2.4], [2.2, -6.2, -2.1], [0.1, 0.0, 1.5], [1.9, 0.3, 0.2], [-0.1, -0.1, 0.4], [1.6, -1.7, -4.0], [0.0, -0.8, -0.8], [0.7, 0.1, 1.0], [-0.2, -0.5, 0.3], [-0.9, 0.5, -0.3], [-0.7, 0.6, 0.5], [1.8, -0.9, -1.1], [-0.8, 0.7, -0.3], [-2.2, 4.2, 2.3], [-0.2, 0.5, -0.8], [0.4, 0.9, -0.4], [0.1, -0.5, 0.0], [-1.5, 0.4, -0.8], [0.0, -0.5, 0.6]]
}